Entry 1:
9 unconnected molecules or ions with the total composition C10H40NO8 in a non-equilibrium geometry. Source: the OMol25 dataset; level of theory: the ωB97M-V functional and the def2-TZVPD basis.

Last column: Löwdin charge in e.
Element x y z (Å)
N: -0.22 1.62 0.93  0.29
H: -0.16 2.49 0.43  0.06
H: -0.45 1.76 1.90  0.07
H: 0.68 1.16 0.84  0.06
H: -0.87 0.99 0.49  0.06
C: -0.35 -1.92 2.72  -0.13
O: -0.59 -0.78 3.57  -0.12
H: -0.61 -1.74 1.68  0.05
H: 0.69 -2.23 2.58  0.06
H: -0.92 -2.78 3.07  0.09
H: -0.08 -0.04 3.22  -0.01
C: 3.66 -1.43 1.48  -0.03
C: 3.27 -0.20 0.64  -0.44
C: 3.77 -0.27 -0.81  -0.04
O: 1.84 -0.22 0.57  -0.11
H: 2.98 -1.59 2.32  0.07
H: 4.67 -1.23 1.83  0.09
H: 3.71 -2.34 0.88  0.09
H: 3.59 0.75 1.07  0.13
H: 4.80 -0.62 -0.90  0.09
H: 3.62 0.66 -1.35  0.07
H: 3.23 -1.05 -1.35  0.08
H: 1.66 -1.11 0.25  0.09
C: -0.68 -2.01 -4.29  -0.04
C: 0.16 -1.60 -3.08  -0.48
C: 0.30 -0.06 -2.86  -0.03
O: -0.44 -2.11 -1.92  -0.06
H: -0.27 -1.43 -5.12  0.09
H: -1.73 -1.82 -4.09  0.09
H: -0.49 -3.05 -4.55  0.09
H: 1.19 -1.92 -3.23  0.13
H: -0.73 0.27 -2.93  0.08
H: 0.83 0.33 -3.73  0.09
H: 0.66 0.25 -1.88  0.06
H: -0.78 -2.98 -2.17  0.10
C: -3.72 -1.51 -0.91  -0.02
C: -3.00 -0.17 -0.54  -0.45
C: -3.70 0.66 0.58  -0.02
O: -1.68 -0.34 -0.16  -0.10
H: -3.88 -2.09 0.00  0.09
H: -3.22 -2.18 -1.61  0.06
H: -4.63 -1.27 -1.46  0.08
H: -2.94 0.40 -1.47  0.13
H: -3.91 0.02 1.44  0.08
H: -4.71 1.00 0.36  0.08
H: -3.10 1.49 0.95  0.05
H: -1.34 -0.90 -0.87  0.04
O: 1.23 1.30 3.39  -0.03
H: 1.34 1.45 4.32  0.08
H: 1.86 1.89 2.97  0.05
O: 2.02 2.95 -0.37  -0.02
H: 2.85 2.88 -0.84  0.06
H: 2.28 3.04 0.55  0.05
O: -1.92 1.95 3.27  -0.04
H: -2.77 2.38 3.41  0.06
H: -1.61 1.72 4.14  0.05
O: -0.60 3.58 -0.90  -0.04
H: -1.11 4.26 -1.33  0.07
H: 0.31 3.77 -1.13  0.02

Output
**HOMO-LUMO gap**: 9.53 eV
**HOMO**: -12.29 eV
**Total charge**: +1
**Max |F|**: 2.13 eV/A
**E_tot**: -1061.44441 Ha

=====

Entry 2:
10 unconnected molecules or ions with the total composition C10H40O10 in a non-equilibrium geometry. Source: the OMol25 dataset; level of theory: the ωB97M-V functional and the def2-TZVPD basis.

Last column: Löwdin charge in e.
Element x y z (Å)
C: 1.85 -0.13 4.15  -0.09
O: 1.44 1.13 4.80  -0.14
H: 1.95 -0.94 4.89  0.08
H: 1.09 -0.45 3.43  0.07
H: 2.81 0.05 3.68  0.07
H: 0.69 0.95 5.37  0.09
C: -3.70 -0.14 -2.44  -0.14
O: -4.31 -1.27 -1.79  -0.13
H: -2.76 0.06 -1.92  0.07
H: -3.34 -0.48 -3.42  0.07
H: -4.32 0.74 -2.54  0.06
H: -3.76 -1.99 -2.14  0.02
C: 0.10 -0.26 0.11  -0.17
O: -0.54 0.98 0.10  -0.14
H: 0.93 -0.31 0.84  0.06
H: -0.61 -1.06 0.38  0.09
H: 0.53 -0.45 -0.87  0.05
H: -0.51 1.35 1.01  0.04
C: 1.81 -3.82 2.12  -0.15
O: 2.49 -3.55 3.36  -0.13
H: 0.89 -4.39 2.24  0.08
H: 1.58 -2.88 1.60  0.06
H: 2.45 -4.36 1.41  0.08
H: 2.35 -4.35 3.88  0.08
C: 2.70 -2.00 -1.87  -0.14
O: 2.13 -2.62 -3.05  -0.13
H: 2.22 -1.03 -1.75  0.05
H: 2.52 -2.59 -0.96  0.07
H: 3.77 -1.83 -2.01  0.08
H: 2.14 -3.58 -2.99  0.07
C: 4.32 -0.80 0.99  -0.15
O: 5.05 -1.95 1.45  -0.12
H: 4.70 -0.39 0.06  0.08
H: 3.24 -0.97 0.87  0.05
H: 4.36 -0.01 1.76  0.07
H: 4.95 -2.04 2.40  0.06
C: -0.36 3.94 -1.75  -0.13
O: -1.37 4.80 -2.31  -0.14
H: -0.85 2.99 -1.56  0.06
H: 0.41 3.71 -2.49  0.08
H: 0.01 4.39 -0.83  0.08
H: -0.93 5.62 -2.56  0.09
C: -0.46 3.38 2.41  -0.12
O: -0.10 2.01 2.68  -0.16
H: -1.09 3.43 1.52  0.06
H: -1.00 3.86 3.23  0.08
H: 0.43 3.97 2.16  0.09
H: 0.52 1.97 3.44  0.05
C: -2.76 -3.16 -4.16  -0.16
O: -1.91 -2.73 -3.11  -0.13
H: -3.80 -3.16 -3.81  0.08
H: -2.87 -2.45 -5.00  0.08
H: -2.43 -4.10 -4.60  0.08
H: -1.07 -2.43 -3.47  0.08
C: -3.81 2.94 -0.41  -0.16
O: -3.34 4.28 -0.27  -0.13
H: -4.07 2.72 -1.45  0.07
H: -3.05 2.18 -0.14  0.06
H: -4.63 2.77 0.28  0.08
H: -2.68 4.45 -0.96  0.02

Output
**ΔE to the lowest compared entry with this formula, charge and spin**: 97.0 kcal per mole
**HOMO-LUMO gap**: 9.88 eV
**HOMO**: -9.46 eV
**Total charge**: 0
**SMILES**: CO.CO.CO.CO.CO.CO.CO.CO.CO.CO
**Max |F|**: 2.06 eV/A
**E_tot**: -1157.19727 Ha

=====

Entry 3:
12 unconnected molecules or ions with the total composition C10H42F6O11P in a non-equilibrium geometry. Source: the OMol25 dataset; level of theory: the ωB97M-V functional and the def2-TZVPD basis.

Last column: Löwdin charge in e.
Element x y z (Å)
P: 18.65 -14.65 -20.02  0.18
F: 18.87 -13.39 -18.97  -0.21
F: 19.49 -15.71 -19.15  -0.17
F: 17.29 -15.10 -19.18  -0.22
F: 18.33 -15.85 -21.08  -0.20
F: 17.65 -13.71 -20.87  -0.19
F: 19.97 -14.23 -20.86  -0.18
C: 13.13 -16.22 -15.61  -0.08
C: 13.54 -15.15 -14.56  -0.33
O: 12.65 -14.07 -14.62  -0.09
H: 12.13 -16.55 -15.32  0.06
H: 13.77 -17.10 -15.65  0.07
H: 13.06 -15.68 -16.56  0.07
H: 14.58 -14.84 -14.56  0.11
H: 13.34 -15.51 -13.55  0.10
H: 12.97 -13.44 -15.28  0.08
C: 11.73 -16.66 -24.09  -0.10
C: 12.67 -15.91 -23.16  -0.31
O: 12.85 -14.59 -23.69  -0.09
H: 11.63 -17.71 -23.82  0.06
H: 12.02 -16.79 -25.13  0.07
H: 10.70 -16.29 -24.04  0.07
H: 13.66 -16.36 -23.07  0.11
H: 12.19 -15.91 -22.18  0.11
H: 12.85 -13.96 -22.97  0.08
C: 23.00 -11.43 -26.47  -0.10
C: 22.52 -12.15 -25.21  -0.35
O: 21.64 -11.29 -24.52  -0.06
H: 23.76 -12.04 -26.94  0.07
H: 23.35 -10.44 -26.17  0.07
H: 22.10 -11.31 -27.07  0.07
H: 23.42 -12.41 -24.66  0.10
H: 22.11 -13.09 -25.59  0.11
H: 21.29 -11.84 -23.82  0.09
C: 21.14 -20.98 -17.52  -0.09
C: 20.69 -20.73 -16.09  -0.30
O: 21.64 -21.41 -15.24  -0.11
H: 22.03 -20.37 -17.68  0.07
H: 20.39 -20.64 -18.24  0.07
H: 21.36 -22.04 -17.63  0.07
H: 19.66 -21.00 -15.86  0.11
H: 20.82 -19.70 -15.76  0.11
H: 22.41 -20.83 -15.19  0.07
C: 16.96 -21.06 -23.77  -0.09
C: 16.87 -22.50 -24.26  -0.32
O: 15.71 -23.06 -23.65  -0.09
H: 16.67 -20.96 -22.72  0.08
H: 16.26 -20.37 -24.24  0.07
H: 17.89 -20.52 -23.94  0.07
H: 17.72 -23.11 -23.95  0.10
H: 16.79 -22.57 -25.34  0.10
H: 15.89 -24.00 -23.60  0.07
O: 17.19 -15.54 -25.27  -0.06
H: 17.79 -15.75 -24.54  0.03
H: 16.48 -15.05 -24.86  0.03
O: 19.50 -15.53 -14.22  -0.06
H: 19.15 -15.33 -15.09  0.03
H: 20.45 -15.54 -14.35  0.03
O: 24.26 -14.92 -18.66  -0.06
H: 23.42 -15.05 -19.10  0.03
H: 24.91 -15.30 -19.25  0.02
O: 20.63 -9.30 -18.39  -0.06
H: 20.21 -10.14 -18.56  0.03
H: 21.40 -9.51 -17.86  0.03
O: 15.07 -11.60 -17.53  -0.05
H: 15.46 -12.44 -17.77  0.03
H: 14.79 -11.21 -18.36  0.02
O: 14.34 -10.23 -21.35  -0.05
H: 15.18 -10.61 -21.62  0.03
H: 14.37 -9.33 -21.66  0.03

Output
**ΔE to the lowest compared entry with this formula, charge and spin**: 35.8 kcal per mole
**HOMO-LUMO gap**: 10.63 eV
**HOMO**: -8.38 eV
**Total charge**: -1
**Max |F|**: 2.16 eV/A
**E_tot**: -2174.60945 Ha

=====

Entry 4:
9 unconnected molecules or ions with the total composition C10H44B2O12 in a non-equilibrium geometry. Source: the OMol25 dataset; level of theory: the ωB97M-V functional and the def2-TZVPD basis.

Last column: Löwdin charge in e.
Element x y z (Å)
O: 1.01 -2.48 -18.73  0.13
H: 0.27 -2.93 -19.27  0.03
H: 1.56 -3.16 -18.24  0.10
H: 1.60 -1.96 -19.35  0.05
O: 4.61 -0.17 -18.50  0.25
H: 4.64 0.33 -17.66  0.17
H: 3.73 0.02 -18.98  0.09
H: 5.39 0.01 -19.06  0.19
B: -0.73 -4.01 -20.27  -0.37
H: -1.16 -4.17 -19.19  -0.02
H: 0.36 -4.44 -20.21  -0.02
H: -1.39 -4.71 -20.92  0.00
H: -0.83 -2.87 -20.55  -0.01
B: 2.59 -0.58 -20.49  -0.33
H: 2.79 -1.07 -19.45  -0.04
H: 1.54 -0.87 -20.89  0.03
H: 2.70 0.59 -20.43  0.02
H: 3.38 -1.03 -21.22  0.02
C: 1.74 -1.33 -15.51  -0.21
C: 1.98 -1.18 -14.01  -0.23
O: 3.07 -0.32 -13.74  -0.05
O: 2.93 -1.56 -16.27  -0.08
H: 1.34 -0.41 -15.96  0.11
H: 1.05 -2.15 -15.72  0.12
H: 2.15 -2.16 -13.55  0.13
H: 1.05 -0.80 -13.58  0.13
H: 3.09 0.42 -14.34  0.08
H: 3.66 -0.99 -16.03  0.06
C: 4.72 -5.37 -19.76  -0.23
C: 4.04 -4.30 -20.59  -0.20
O: 3.84 -3.20 -19.69  -0.12
O: 5.13 -6.38 -20.69  -0.08
H: 3.99 -5.81 -19.08  0.10
H: 5.58 -5.11 -19.15  0.12
H: 3.12 -4.64 -21.07  0.13
H: 4.78 -3.94 -21.31  0.12
H: 3.44 -2.44 -20.16  -0.02
H: 5.06 -7.28 -20.35  0.08
C: 0.02 1.19 -18.57  -0.27
C: -0.68 2.53 -18.34  -0.25
O: -0.33 3.18 -17.14  -0.05
O: -0.22 0.66 -19.86  -0.08
H: -0.41 0.52 -17.81  0.11
H: 1.07 1.24 -18.25  0.11
H: -1.74 2.30 -18.43  0.12
H: -0.51 3.15 -19.23  0.12
H: 0.63 3.20 -17.08  0.08
H: 0.67 0.45 -20.20  0.02
C: 1.24 -6.60 -17.67  -0.24
C: 1.53 -5.63 -16.51  -0.17
O: 1.74 -4.26 -16.97  -0.10
O: -0.10 -6.48 -18.10  -0.06
H: 1.46 -7.56 -17.20  0.12
H: 1.88 -6.39 -18.52  0.11
H: 2.39 -5.96 -15.91  0.12
H: 0.65 -5.61 -15.85  0.13
H: 2.10 -3.88 -16.17  0.07
H: -0.19 -5.63 -18.57  0.03
C: -3.29 -0.82 -20.43  -0.22
C: -3.17 -1.29 -18.95  -0.25
O: -3.21 -2.70 -18.82  -0.08
O: -3.04 0.57 -20.47  -0.09
H: -4.24 -1.10 -20.89  0.12
H: -2.43 -1.31 -20.90  0.10
H: -4.01 -0.91 -18.37  0.11
H: -2.27 -0.78 -18.58  0.09
H: -2.42 -3.08 -19.25  0.00
H: -2.10 0.77 -20.52  0.04

Output
**ΔE to the lowest compared entry with this formula, charge and spin**: 0.0 kcal per mole
**HOMO-LUMO gap**: 6.27 eV
**HOMO**: -8.51 eV
**Total charge**: 0
**Max |F|**: 2.46 eV/A
**E_tot**: -1359.60507 Ha